(w)
The following is a DFT calculation (ωB97M-V with the def2-TZVPD basis set) of a cluster of 10 separate species, C20H60N10O10 in total.

gap between HOMO and LUMO = 9.0 eV
multiplicity = 1

Element x y z (Å)
N 3.19167 1.97560 -4.30689
C 2.41794 1.04947 -3.67913
N 1.23085 0.79207 -4.29717
O 2.80734 0.44908 -2.66798
H 2.92966 2.64061 -5.00429
H 4.13527 2.01188 -3.95345
H 0.93146 1.32659 -5.08340
H 0.73650 0.01482 -3.85491
N 2.09786 0.51443 1.48979
C 0.95088 0.30576 0.81160
N 1.08943 0.08193 -0.51456
O -0.20506 0.33138 1.29256
H 2.95078 0.83462 1.07257
H 1.86987 0.67094 2.46273
H 0.20583 -0.06171 -0.97574
H 1.91943 0.17146 -1.08610
N 5.01559 -0.08782 -0.94032
C 5.20542 -1.19614 -0.16712
N 4.15193 -2.07714 -0.19234
O 6.17132 -1.29596 0.58501
H 5.54406 0.72955 -0.69862
H 4.22233 -0.00796 -1.57429
H 4.17963 -2.90414 0.38157
H 3.55391 -1.94373 -0.98253
N 1.46915 3.88981 2.30233
C 1.79468 3.49126 3.57087
N 0.90075 2.66834 4.15708
O 2.84812 3.86008 4.09755
H 0.51540 3.81622 1.97748
H 2.17711 4.46036 1.88061
H 1.14805 2.30447 5.05998
H 0.00043 2.45451 3.75682
N -3.55508 4.07437 1.91352
C -2.44064 3.31906 1.70796
N -2.67671 2.06165 1.27826
O -1.32094 3.67139 2.11188
H -4.46089 3.77088 1.62112
H -3.42965 4.80348 2.59389
H -3.61290 1.76410 1.08820
H -1.88454 1.47184 1.05250
C -4.29398 0.60145 -2.99531
C -3.59302 -0.44605 -2.15199
C -4.44326 -0.81472 -0.91411
O -3.52346 -1.66370 -2.93764
H -3.73062 0.62176 -3.93142
H -4.14890 1.60670 -2.57995
H -5.37431 0.53124 -3.11040
H -2.61024 -0.11737 -1.82314
H -5.18173 -1.57619 -1.16775
H -4.88820 0.02070 -0.37567
H -3.77974 -1.33539 -0.21598
H -4.44605 -1.91387 -3.04281
C 0.45709 -3.14483 -2.28911
C 0.23555 -2.32533 -3.58542
C -0.41973 -3.14460 -4.71568
O -0.63691 -1.20337 -3.32644
H 1.07853 -3.96556 -2.65859
H -0.41303 -3.52148 -1.75189
H 1.04366 -2.53057 -1.61621
H 1.27379 -2.06154 -3.79592
H -0.53963 -2.49792 -5.58187
H -1.34485 -3.56454 -4.32676
H 0.27531 -3.93290 -5.01483
H -1.40036 -1.68910 -2.97422
C -1.55248 2.21040 -3.01278
C -2.32626 3.11325 -2.04367
C -1.38115 4.15141 -1.44597
O -3.37630 3.79611 -2.69532
H -0.90330 1.52921 -2.46100
H -1.02781 2.76905 -3.78711
H -2.26876 1.58582 -3.55837
H -2.75729 2.58287 -1.18881
H -1.90644 4.68936 -0.65169
H -1.17044 4.91766 -2.19525
H -0.47485 3.74578 -1.00133
H -4.06161 3.18169 -2.96971
C 4.80276 -3.54126 3.40651
C 3.34689 -3.71922 3.10383
C 2.58879 -2.39728 3.20104
O 3.27399 -4.11188 1.72517
H 5.32373 -4.48949 3.28185
H 4.97354 -2.99725 4.33737
H 5.29662 -2.84081 2.72140
H 2.91351 -4.53134 3.69363
H 3.08377 -1.60842 2.62524
H 2.50099 -1.86060 4.15408
H 1.56379 -2.36426 2.81762
H 2.40580 -4.44845 1.49136
C -1.03953 -1.94810 4.94197
C -1.76139 -1.40499 3.75195
C -3.28514 -1.49836 3.84832
O -1.37312 -0.03385 3.62261
H 0.04513 -1.88129 4.83699
H -1.24417 -3.01735 5.05826
H -1.23903 -1.33558 5.82357
H -1.43330 -1.94008 2.84986
H -3.69237 -2.45455 4.18326
H -3.79737 -1.41428 2.88390
H -3.58388 -0.64200 4.45465
H -0.83543 0.06788 2.79256

(x)
The following is a DFT calculation (ωB97M-V with the def2-TZVPD basis set) of a cluster of 10 separate species, C20H60N10O10 in total.

gap between HOMO and LUMO = 8.8 eV
multiplicity = 1

Element x y z (Å)
N 1.43702 4.65929 -3.02997
C 0.43617 3.96449 -2.63035
N -0.64446 4.53966 -3.09058
O 0.57873 2.99576 -1.86599
H 2.33427 4.30493 -2.73084
H 1.32002 5.49672 -3.58234
H -1.53097 4.16860 -2.77993
H -0.41607 5.40242 -3.56343
N 2.16985 -5.45061 1.84169
C 1.78223 -4.64187 2.77018
N 1.33717 -5.31193 3.80878
O 1.91636 -3.41655 2.74539
H 1.55419 -6.24870 1.90579
H 2.47656 -5.14171 0.93031
H 1.29839 -6.31973 3.75465
H 1.02035 -4.83453 4.64053
N 5.22040 2.55240 -0.72125
C 4.21658 2.82808 -1.40643
N 3.18389 2.33220 -0.78175
O 4.18865 3.48220 -2.43246
H 5.08850 1.90105 0.03930
H 6.08130 2.76945 -1.20276
H 3.33371 1.85371 0.09500
H 2.30698 2.43863 -1.27145
N -0.98571 -4.14841 -0.63367
C -0.77630 -5.00004 -1.61453
N -1.88358 -5.68905 -1.81245
O 0.23011 -5.09761 -2.22334
H -0.33425 -3.39310 -0.47493
H -1.74727 -4.25730 0.02075
H -2.65637 -5.29643 -1.29405
H -1.97477 -6.30090 -2.61083
N 5.20731 -1.57803 1.77655
C 4.34247 -0.64571 1.80062
N 3.26140 -0.92704 2.44009
O 4.50072 0.32891 1.05371
H 6.09877 -1.49108 1.30982
H 4.99006 -2.44846 2.24050
H 2.76326 -1.80127 2.52767
H 2.72344 -0.08911 2.60909
C 2.00977 -0.30802 -4.03408
C 0.67504 -0.53082 -4.77379
C 0.29002 0.77818 -5.37782
O 0.91612 -1.44537 -5.79574
H 1.79792 0.30179 -3.15581
H 2.72365 0.19709 -4.68472
H 2.43929 -1.28633 -3.81837
H -0.11418 -0.99478 -4.18221
H 1.03529 1.27178 -6.00154
H -0.23944 1.47386 -4.72682
H -0.57409 0.48943 -5.97618
H 1.80405 -1.78834 -5.67107
C -2.92954 -3.02159 1.77643
C -4.00969 -2.20347 1.06524
C -3.88000 -0.72041 1.29435
O -3.85587 -2.40781 -0.35488
H -3.07061 -2.95816 2.85540
H -1.90929 -2.69274 1.57886
H -2.94210 -4.07109 1.48230
H -5.02642 -2.51199 1.30852
H -4.62547 -0.21236 0.68258
H -3.00413 -0.16949 0.95166
H -4.09658 -0.47261 2.33347
H -3.08323 -1.91370 -0.63859
C -0.39010 2.67362 5.92519
C -0.37338 1.63286 4.85832
C -1.57562 1.67697 3.93558
O 0.74690 1.75247 4.08043
H -1.22675 2.53457 6.60987
H -0.34414 3.69770 5.55471
H 0.54793 2.79366 6.46721
H -0.49830 0.70825 5.42187
H -1.53510 2.56695 3.30758
H -2.54865 1.78583 4.41461
H -1.64544 0.74131 3.38081
H 1.45587 1.60072 4.70965
C -0.65195 -0.45980 -1.39800
C 0.57460 -0.57872 -0.50203
C 0.55391 0.36191 0.75319
O 0.61367 -1.87865 -0.01833
H -1.46883 -0.31791 -0.69041
H -0.77288 -1.24961 -2.13940
H -0.64936 0.57218 -1.74886
H 1.46573 -0.47288 -1.12073
H 1.30637 0.20184 1.52537
H -0.34525 0.20396 1.34872
H 0.39123 1.40265 0.47299
H 1.13412 -1.78684 0.78311
C -2.13590 3.34503 -0.15254
C -3.17617 3.16120 -1.24697
C -4.44684 2.50260 -0.75687
O -3.49109 4.39997 -1.78746
H -2.66902 3.51863 0.78220
H -1.51813 4.23749 -0.25238
H -1.45913 2.49063 -0.16201
H -2.70516 2.54367 -2.01176
H -5.16183 2.28626 -1.55065
H -5.10489 3.25130 -0.31583
H -4.39481 1.71040 -0.01000
H -3.28138 5.09711 -1.16166

(y)
The following is a DFT calculation (ωB97M-V with the def2-TZVPD basis set) of a cluster of 10 separate species, C20H60N10O10 in total.

gap between HOMO and LUMO = 9.1 eV
multiplicity = 1

Element x y z (Å)
N 22.51238 -5.43089 9.94522
C 23.18699 -6.30759 10.73709
N 23.71737 -7.36713 10.08622
O 23.16525 -6.25373 11.97156
H 22.12084 -4.55931 10.25654
H 22.43187 -5.55521 8.95230
H 24.11549 -8.07741 10.67592
H 23.55026 -7.53690 9.11352
N 21.62303 -10.94074 10.36520
C 22.24147 -11.32893 9.20928
N 23.09982 -12.37868 9.35914
O 22.03955 -10.73819 8.15394
H 21.52768 -11.53175 11.16953
H 21.18631 -10.02375 10.27363
H 23.18100 -12.91060 10.20260
H 23.47998 -12.80201 8.53040
N 15.97896 -8.99196 15.39094
C 17.23160 -9.05521 14.88423
N 17.28737 -9.43347 13.56175
O 18.25424 -8.84996 15.52916
H 15.14870 -9.11136 14.84723
H 15.90802 -8.84116 16.38180
H 16.41041 -9.72221 13.16504
H 18.17847 -9.69372 13.18426
N 23.07472 -9.00225 12.65314
C 24.31777 -9.46588 12.95400
N 24.47969 -10.81741 12.86432
O 25.24878 -8.75501 13.33058
H 22.41733 -9.72187 12.43062
H 22.87673 -8.00235 12.66740
H 25.27880 -11.16704 13.35944
H 23.75637 -11.39224 12.48266
N 17.74940 -12.96048 12.55523
C 18.75910 -12.43281 11.80825
N 18.62227 -11.07996 11.54702
O 19.73049 -13.08473 11.42568
H 17.81294 -13.86153 12.98246
H 17.16302 -12.19084 12.83226
H 17.73486 -10.63231 11.42678
H 19.47970 -10.74236 11.13832
C 18.03305 -7.76626 10.25010
C 19.46431 -7.33749 10.61288
C 19.73193 -7.15301 12.10975
O 20.32575 -8.38176 10.10802
H 18.00701 -8.16065 9.23487
H 17.34420 -6.96453 10.52221
H 17.72987 -8.61105 10.87243
H 19.65360 -6.35723 10.16972
H 18.97481 -6.47416 12.50135
H 20.73706 -6.74461 12.23409
H 19.75793 -8.06484 12.71043
H 20.30389 -8.23382 9.14486
C 18.63626 -7.71068 5.79723
C 19.41479 -8.91014 6.24095
C 20.33864 -9.55162 5.18666
O 20.26692 -8.51709 7.34230
H 19.30343 -6.90178 5.47906
H 18.06563 -7.18038 6.56493
H 17.93768 -7.96911 5.00071
H 18.72411 -9.66324 6.64272
H 21.03528 -8.81067 4.79167
H 19.72325 -10.04932 4.43641
H 20.99905 -10.28936 5.64497
H 20.85837 -9.27576 7.47080
C 19.65907 -4.93279 7.30284
C 20.41577 -3.68280 7.71720
C 19.89646 -2.46241 6.92990
O 20.32922 -3.42043 9.09732
H 19.68001 -5.11801 6.22606
H 18.58820 -4.80854 7.49792
H 20.04813 -5.82974 7.78367
H 21.47213 -3.84298 7.48380
H 18.86282 -2.35072 7.28584
H 19.82949 -2.62962 5.85630
H 20.34937 -1.50551 7.18153
H 19.41346 -3.26580 9.35346
C 13.12938 -10.12824 9.75281
C 14.46120 -10.79586 10.06781
C 15.59811 -10.41428 9.11533
O 14.89351 -10.54703 11.41577
H 12.88162 -10.07753 8.69648
H 13.31026 -9.07766 10.02009
H 12.35356 -10.45266 10.44559
H 14.34720 -11.88279 9.97164
H 15.54987 -11.21091 8.37200
H 16.61071 -10.31864 9.50385
H 15.49280 -9.43923 8.63008
H 14.12971 -10.82183 11.94258
C 15.52866 -5.46762 14.80938
C 15.49172 -4.19627 13.95830
C 16.34251 -4.37752 12.67696
O 14.15958 -3.95865 13.49932
H 15.46934 -6.30739 14.11466
H 14.72266 -5.50388 15.53828
H 16.49700 -5.51371 15.30730
H 15.78023 -3.34810 14.58910
H 16.25918 -3.59665 11.91970
H 15.95265 -5.26558 12.17373
H 17.37891 -4.54759 12.97707
H 14.19454 -3.30491 12.79847

Short version: (w) is the most stable of them.

(w)
The following is a DFT calculation (ωB97M-V with the def2-TZVPD basis set) of a cluster of 2 separate species, C4H12N4 in total.

gap between HOMO and LUMO = 10.1 eV
multiplicity = 1

Element x y z (Å)
C -1.57274 1.76525 1.05308
N -0.74479 1.76137 -0.15007
C 0.50609 1.80955 0.04807
N 1.14644 1.81430 1.27390
H -1.53184 0.79952 1.57105
H -2.59749 1.96692 0.75775
H -1.23843 2.53041 1.76147
H 1.17379 1.88832 -0.80554
H 0.69429 1.24639 1.98707
H 2.12296 1.59865 1.22693
C -0.55852 -2.05522 0.58564
N 0.76758 -1.67912 0.12084
C 0.90214 -1.57914 -1.13642
N -0.09349 -1.74986 -2.07843
H -0.50380 -2.32724 1.63708
H -0.97045 -2.90360 0.02867
H -1.26156 -1.21789 0.48241
H 1.89173 -1.36624 -1.53083
H -1.00949 -1.45801 -1.78964
H 0.13163 -1.43372 -3.00998

(x)
The following is a DFT calculation (ωB97M-V with the def2-TZVPD basis set) of a cluster of 3 separate species, C4H12N4 in total.

gap between HOMO and LUMO = 6.7 eV
multiplicity = 1

Element x y z (Å)
C 0.74132 -0.99677 -1.32676
N 0.44667 -2.20249 -1.79181
N 0.43519 0.17086 -1.92643
N -0.80779 -2.26755 0.34994
N -1.64676 -2.43006 1.20794
H 1.28959 -0.93142 -0.40053
H 0.50303 1.01581 -1.37357
H -0.14764 -2.75012 -0.95791
H -0.05446 -2.21342 -2.67490
H -0.24401 0.18290 -2.67249
H -2.09068 -3.39586 1.18888
C 0.01609 0.88116 1.86369
C -0.23509 1.98566 0.88918
C 0.69376 2.76708 0.34146
H -1.27840 2.15793 0.63443
H -0.35790 -0.07455 1.48171
H -0.52029 1.06766 2.79795
H 1.07977 0.78126 2.08939
H 1.74293 2.66545 0.59787
H 0.43467 3.58646 -0.31805

(y)
The following is a DFT calculation (ωB97M-V with the def2-TZVPD basis set) of a cluster of 2 separate species, C4H12N4 in total.

gap between HOMO and LUMO = 8.7 eV
multiplicity = 1

Element x y z (Å)
N 1.98943 -0.65801 0.54676
C 1.45381 -1.13841 -0.50120
N 0.89265 -2.40395 -0.63348
N 1.45539 -0.40269 -1.69115
H 1.84641 -1.28497 1.33338
H 0.66263 -2.82383 0.25374
H 0.12933 -2.48242 -1.28749
H 0.56589 -0.45086 -2.16888
H 1.68260 0.55964 -1.48253
C -1.73706 -0.39085 1.66265
C -1.18839 0.68829 1.10784
N -1.72464 1.53112 0.16533
C -0.99169 2.68884 -0.28721
H -2.71470 -0.77431 1.39542
H -1.18126 -0.92844 2.41147
H -0.18731 0.97688 1.39724
H -2.46935 1.20100 -0.42020
H -1.60512 3.22908 -0.99968
H -0.77513 3.36271 0.54589
H -0.03536 2.42996 -0.74929

(z)
The following is a DFT calculation (ωB97M-V with the def2-TZVPD basis set) of a cluster of 2 separate species, C4H12N4 in total.

gap between HOMO and LUMO (spin up / spin down) = 8.4 / 8.4 eV
multiplicity = 1

Element x y z (Å)
C 1.28909 -0.77646 1.08991
C 1.56973 0.07064 0.09103
C 0.85781 1.50633 0.23831
C 2.15093 -0.41918 -1.18070
N -2.83487 0.75496 -0.45221
N -1.67341 0.22404 -0.54189
N -1.35938 -0.81061 0.13442
N -2.36626 -1.34839 0.87983
H 1.74997 -1.75825 1.08581
H 0.71151 -0.60083 1.99877
H 0.34955 1.62460 -0.64442
H 1.54149 2.33754 0.42204
H 0.21901 1.64232 0.96269
H 1.58872 -0.04511 -2.03794
H 2.00995 -1.48875 -1.21964
H 3.16375 -0.04428 -1.41230
H -2.72487 1.62286 -0.86172
H -0.84402 0.52436 -1.10811
H -3.13213 -0.76434 1.24432
H -2.26657 -2.25143 1.31182

Short version: (y) is the most stable of them.